No. 1
The following is a DFT calculation (ωB97M-V/def2-TZVPD) of a structure of composition C33H44MnN4OPSi.

Each line ends with the Mulliken charge.
Geometry (Å):
Mn1 -0.2197 0.3011 0.2596  0.38
C1 1.1265 -2.0324 1.2020  -0.55
C2 2.1593 -1.5454 0.1760  -0.56
N1 1.8095 -0.1810 -0.3243  -0.45
C3 2.7467 0.9044 0.1017  -0.73
C4 1.9831 2.1442 0.5547  -0.84
N2 0.7757 1.7804 1.3436  -0.16
C5 1.0238 1.3373 2.7424  -0.77
C6 1.3520 -0.1458 2.7837  -0.69
N3 0.4604 -0.8696 1.8356  -0.33
H1 1.6083 -2.6586 1.9554  0.65
H2 0.3602 -2.6244 0.7071  0.06
H3 2.1719 -2.2450 -0.6572  0.35
H4 3.1651 -1.5398 0.5948  0.43
H5 1.8562 -0.2223 -1.3381  0.39
H6 3.4014 1.1920 -0.7204  0.56
H7 3.3900 0.5427 0.8999  0.36
H8 1.6356 2.7090 -0.3119  0.34
H9 2.6467 2.7912 1.1326  0.52
H10 0.2281 2.6337 1.4215  0.37
H11 0.1073 1.5233 3.3034  0.24
H12 1.8239 1.9236 3.1977  0.53
H13 1.2173 -0.5298 3.7946  0.56
H14 2.3875 -0.3301 2.5106  0.26
H15 -0.3275 -1.2274 2.3703  0.37
C7 -4.8472 1.0627 0.9905  -1.02
Si1 -3.1645 1.2523 1.7964  -0.15
C8 -2.7382 -0.2939 2.7900  -0.13
C9 -2.9883 2.8045 2.8493  -1.08
N4 -1.8876 1.2818 0.5071  0.82
C10 -1.8732 2.1357 -0.5299  0.58
C11 -0.9359 1.8924 -1.5935  0.39
C12 -0.8024 2.7660 -2.6414  -0.75
C13 -1.6175 3.9030 -2.7096  -0.84
C14 -2.5786 4.1362 -1.7182  -1.03
C15 -2.7047 3.2877 -0.6466  -0.48
H16 -5.6084 1.1164 1.7724  0.48
H17 -4.9438 0.0897 0.5033  0.30
H18 -5.0793 1.8363 0.2573  0.35
H19 -3.6545 -0.7146 3.2087  0.61
H20 -2.0761 -0.0908 3.6357  0.31
H21 -2.2979 -1.0643 2.1537  -0.62
H22 -3.5911 2.6766 3.7513  0.45
H23 -3.3543 3.7006 2.3475  0.38
H24 -1.9596 2.9906 3.1663  0.32
H25 -0.4030 0.9332 -1.6790  0.95
H26 -0.0954 2.5590 -3.4344  0.58
H27 -1.5113 4.5904 -3.5382  0.53
H28 -3.2270 4.9997 -1.7896  0.52
H29 -3.4283 3.5055 0.1264  0.38
O1 -1.1070 -1.2010 -0.6655  -0.28
P1 -1.7208 -1.9767 -1.8467  1.70
C16 -2.4296 -0.7880 -3.0054  0.79
C17 -3.5045 -0.0378 -2.5190  -0.54
C18 -4.1439 0.8628 -3.3530  -0.65
C19 -3.7061 1.0242 -4.6637  -0.74
C20 -2.6335 0.2847 -5.1415  -0.85
C21 -1.9968 -0.6371 -4.3187  -0.43
C22 -3.0664 -3.0190 -1.2932  0.32
C23 -3.7114 -3.8258 -2.2312  -0.58
C24 -4.7683 -4.6237 -1.8255  -0.78
C25 -5.1783 -4.6108 -0.4975  -0.63
C26 -4.5377 -3.8023 0.4318  -0.65
C27 -3.4815 -2.9961 0.0339  -0.11
C28 -0.4233 -2.9712 -2.5936  0.56
C29 0.6559 -2.3043 -3.1825  -0.61
C30 1.7235 -3.0221 -3.6940  -1.03
C31 1.7260 -4.4105 -3.6079  -0.72
C32 0.6567 -5.0743 -3.0240  -0.80
C33 -0.4211 -4.3618 -2.5157  -0.88
H30 -3.8515 -0.1852 -1.5010  0.25
H31 -5.0006 1.4203 -2.9955  0.54
H32 -4.2213 1.7105 -5.3231  0.50
H33 -2.3061 0.4052 -6.1658  0.51
H34 -1.1886 -1.2439 -4.7071  0.53
H35 -3.4017 -3.8233 -3.2704  0.50
H36 -5.2779 -5.2480 -2.5467  0.46
H37 -6.0110 -5.2283 -0.1885  0.44
H38 -4.8547 -3.8116 1.4662  0.48
H39 -2.9726 -2.3555 0.7425  0.00
H40 0.6323 -1.2205 -3.2696  0.65
H41 2.5454 -2.5051 -4.1729  0.49
H42 2.5585 -4.9742 -4.0071  0.46
H43 0.6571 -6.1542 -2.9618  0.48
H44 -1.2491 -4.8921 -2.0655  0.47

Its HOMO energy (alpha / beta) is -16.54 / -16.55 eV. The calculation puts the calculated total energy at -91407.9262 eV. As for the net charge: +3. Its spin multiplicity is 4. The calculation puts the relative energy (zero: lowest compared OMol25 entry of this formula, charge and spin) at 0.572 eV.

***

No. 2
The following is a DFT calculation (ωB97M-V/def2-TZVPD) of a cluster of 4 separate species, C42H84BN3O9 in total.

Each line ends with the Mulliken charge.
Geometry (Å):
C1 5.2263 2.5295 2.6968  -1.43
C2 4.0126 2.9621 1.8612  1.36
O1 3.9015 4.3577 1.7045  -0.59
C3 4.9021 4.8956 0.8275  -0.62
C4 4.6738 4.5200 -0.6425  -0.70
C5 5.8968 3.9303 -1.4294  1.01
C6 5.5002 2.5964 -2.1178  -1.51
C7 5.9221 1.3503 -1.3336  0.78
C8 5.4175 0.0521 -1.9724  -1.50
C9 3.9115 -0.2543 -1.9098  -0.71
C10 3.2624 -0.0978 -0.5349  0.10
O2 1.8951 0.2892 -0.5752  -0.21
C11 1.6779 1.6195 -1.0044  -0.59
O3 6.9980 3.6913 -0.6023  -0.62
B1 7.8841 4.8860 -0.5957  1.22
C12 9.4593 4.4278 -0.4815  -0.90
C13 9.4755 3.2559 0.4505  0.74
C14 10.9394 2.4538 0.7667  -1.04
O4 9.5845 1.9725 0.0637  -0.38
O5 7.5001 5.6138 -1.8418  -0.67
C15 6.4244 5.0113 -2.4420  0.02
O6 6.7941 4.4056 -3.6864  -0.57
H1 4.9207 1.9398 3.5615  0.33
H2 5.7858 3.3991 3.0362  0.39
H3 5.9164 1.9140 2.1170  0.30
H4 4.0468 2.4707 0.8852  -0.81
H5 3.0872 2.6390 2.3422  0.20
H6 4.8390 5.9741 0.9594  0.34
H7 5.8943 4.5925 1.1516  0.12
H8 3.8486 3.8088 -0.6707  -0.22
H9 4.3043 5.4041 -1.1673  0.53
H10 4.4294 2.5836 -2.3478  0.34
H11 6.0086 2.5440 -3.0742  0.55
H12 5.6713 1.4263 -0.2736  -0.26
H13 7.0116 1.3225 -1.3540  0.28
H14 5.9820 -0.7910 -1.5657  0.37
H15 5.6858 0.1131 -3.0325  0.39
H16 3.3752 0.3386 -2.6531  0.42
H17 3.7813 -1.2971 -2.2118  0.38
H18 3.8243 0.5853 0.1033  -0.21
H19 3.2473 -1.0655 -0.0298  0.42
H20 2.6138 2.1522 -1.1671  0.06
H21 1.1043 1.6297 -1.9343  0.30
H22 1.1136 2.1539 -0.2363  0.21
H23 7.6360 5.6218 0.4039  -0.35
H24 10.0455 5.2288 -0.0337  0.18
H25 9.9047 4.0830 -1.4177  0.25
H26 8.8827 3.3666 1.3660  0.19
H27 10.6572 2.4421 1.8511  0.15
H28 11.4198 1.4788 0.8192  0.40
H29 5.6888 5.7960 -2.6670  0.19
H30 7.0593 5.1343 -4.2579  0.37
C16 -2.0086 0.9863 3.9075  -1.86
C17 -0.6387 0.2794 3.9936  2.47
C18 0.0956 0.3023 2.6457  -2.18
C19 -0.4821 -0.6449 1.5999  0.86
C20 -0.5596 -2.0615 2.1593  -0.36
C21 -1.3480 -2.1455 3.4669  2.16
N1 -0.7855 -1.1464 4.4392  0.56
O7 0.2582 -1.5895 5.0322  -0.67
C22 -2.8416 -1.9313 3.1810  -1.97
C23 -1.2113 -3.5316 4.0867  -1.72
C24 0.2006 1.0260 5.0237  -2.05
H31 -2.1037 1.7169 4.7115  0.45
H32 -2.1248 1.5104 2.9609  0.33
H33 -2.8506 0.3132 4.0119  0.33
H34 1.1432 0.0323 2.8133  0.31
H35 0.0967 1.3306 2.2766  0.47
H36 -1.4717 -0.3058 1.2724  -0.40
H37 0.1585 -0.6283 0.7184  0.27
H38 -1.0232 -2.7328 1.4342  -0.88
H39 0.4542 -2.4383 2.3302  0.49
H40 -3.4067 -1.8357 4.1100  0.48
H41 -3.2158 -2.8103 2.6514  0.29
H42 -3.0559 -1.0685 2.5561  0.20
H43 -0.1706 -3.8127 4.2238  0.43
H44 -1.6817 -4.2571 3.4201  0.31
H45 -1.7079 -3.5751 5.0571  0.43
H46 -0.2481 0.9558 6.0155  0.49
H47 0.2340 2.0768 4.7302  0.48
H48 1.2178 0.6478 5.0775  0.36
C25 -6.7318 3.3694 -0.4312  -1.71
C26 -5.4249 2.5755 -0.1949  2.03
C27 -4.5820 2.4623 -1.4720  -1.48
C28 -5.1417 1.4914 -2.5053  -0.75
C29 -5.3647 0.1174 -1.8797  -0.70
C30 -6.2533 0.1677 -0.6345  1.91
N2 -5.7000 1.1892 0.3191  0.10
O8 -4.7313 0.7218 1.0127  -0.32
C31 -7.7034 0.4630 -1.0465  -2.10
C32 -6.2643 -1.1886 0.0609  -1.56
C33 -4.6210 3.3352 0.8519  -1.90
H49 -6.8331 4.1519 0.3204  0.49
H50 -6.7374 3.8474 -1.4117  0.31
H51 -7.6237 2.7619 -0.3501  0.35
H52 -3.5767 2.1321 -1.1927  0.27
H53 -4.4769 3.4627 -1.8977  0.49
H54 -6.0705 1.8794 -2.9344  0.35
H55 -4.4370 1.4004 -3.3335  0.42
H56 -5.8227 -0.5655 -2.6000  0.55
H57 -4.3957 -0.3111 -1.6071  -0.08
H58 -8.3264 0.6534 -0.1713  0.40
H59 -8.0993 -0.4153 -1.5571  0.41
H60 -7.8013 1.2999 -1.7324  0.42
H61 -5.2576 -1.5333 0.2866  -0.02
H62 -6.7288 -1.9138 -0.6088  0.42
H63 -6.8345 -1.1588 0.9904  0.50
H64 -5.1455 3.3566 1.8078  0.50
H65 -4.4967 4.3609 0.5003  0.46
H66 -3.6380 2.9022 1.0072  0.24
C34 -2.3681 -5.2906 -0.0571  -1.63
C35 -3.1192 -4.4331 -1.1076  2.16
C36 -4.6384 -4.4806 -0.9031  -0.97
C37 -5.2836 -5.8016 -1.3070  -0.79
C38 -4.9164 -6.1454 -2.7499  -1.24
C39 -3.4065 -6.1664 -2.9957  1.63
N3 -2.8140 -4.8727 -2.5050  0.53
O9 -2.9529 -3.9247 -3.3514  -0.63
C40 -2.7918 -7.3998 -2.3195  -1.91
C41 -3.1083 -6.2793 -4.4855  -1.87
C42 -2.6496 -2.9991 -0.9019  -2.05
H67 -1.5800 -4.7025 0.4114  0.17
H68 -3.0383 -5.6353 0.7325  0.37
H69 -1.8772 -6.1571 -0.4810  0.30
H70 -5.0918 -3.6752 -1.4897  0.20
H71 -4.8485 -4.2570 0.1459  0.38
H72 -4.9849 -6.6015 -0.6235  0.29
H73 -6.3689 -5.7166 -1.2220  0.43
H74 -5.3218 -7.1205 -3.0324  0.42
H75 -5.3710 -5.4054 -3.4159  0.38
H76 -1.7024 -7.3564 -2.3477  0.38
H77 -3.1079 -8.2860 -2.8707  0.46
H78 -3.1077 -7.5363 -1.2888  0.39
H79 -3.6003 -5.4967 -5.0565  0.37
H80 -3.4674 -7.2464 -4.8407  0.43
H81 -2.0360 -6.2148 -4.6717  0.44
H82 -1.5847 -2.8956 -1.1134  0.69
H83 -2.8172 -2.7610 0.1500  0.17
H84 -3.1924 -2.2778 -1.5088  0.44

Its HOMO energy (alpha / beta) is -4.54 / -4.54 eV. The calculation puts the calculated total energy at -68484.2298 eV. As for the net charge: -1. Its spin multiplicity is 4. The calculation puts the relative energy (zero: lowest compared OMol25 entry of this formula, charge and spin) at 0.000 eV.